Molecular formula: C20H33Cl2N2NiO4
Method: DFT, wB97M-V/def2-TZVPD

```
62
Properties=species:S:1:pos:R:3
Ni -0.868 -1.339 0.346
Cl -0.322 -2.917 -0.976
Cl 0.826 -1.419 1.786
O 1.277 2.298 0.895
O -0.210 0.434 -2.115
O -1.582 0.939 0.662
O 2.549 -0.400 -1.264
N 3.798 -2.312 -1.451
N -1.538 1.820 -3.341
C -4.585 0.352 4.332
C -2.079 3.154 -3.526
C -4.343 0.371 2.955
C -2.928 -1.132 0.341
C -2.206 0.616 4.748
C -3.517 0.468 5.233
C 3.300 1.132 1.572
C -1.407 1.006 -4.535
C -0.851 1.439 -2.209
C 2.477 2.134 0.783
C -3.035 0.484 2.481
C -3.110 -3.626 0.873
C 2.814 -1.557 -0.916
C 4.305 -3.507 -0.817
C -3.445 -1.249 -1.062
C -2.873 -2.204 1.230
C 4.515 -1.829 -2.603
C 3.314 2.937 -0.210
C -1.971 0.640 3.366
C -2.771 0.434 0.957
H 3.679 0.373 0.874
H -2.698 -1.976 2.287
H -3.592 0.995 0.444
H -1.170 -0.019 -4.243
H 2.217 -2.043 -0.141
H 5.365 -3.385 -0.561
H 4.026 -0.928 -2.966
H 4.524 -2.592 -3.384
H 4.235 -4.361 -1.502
H 2.866 3.930 -0.340
H -3.698 0.451 6.306
H -2.182 -4.180 1.053
H 4.358 3.045 0.115
H -5.609 0.248 4.702
H -3.906 -4.080 1.469
H 3.291 2.409 -1.173
H 3.738 -3.721 0.084
H -0.612 1.392 -5.195
H -2.613 -1.606 -1.676
H -2.354 1.040 -5.092
H -0.955 0.761 2.979
H 5.556 -1.609 -2.347
H -0.980 2.180 -1.374
H -3.077 3.089 -3.979
H -3.773 -0.259 -1.419
H -3.353 -3.736 -0.194
H 2.665 0.639 2.311
H -2.146 3.651 -2.553
H -1.363 0.716 5.424
H 4.151 1.635 2.051
H -1.446 3.755 -4.200
H -5.157 0.275 2.231
H -4.298 -1.943 -1.165
```

Computed properties:
Energy in eV: -98535.6726
Frontier orbital gap (alpha / beta) in eV: 7.520 / 7.448
Energy above the lowest of the compared OMol25 structures with the same formula, charge and spin in eV: 0.000
Net charge: -1
E_HOMO (alpha / beta) in eV: -4.6 / -4.6
⟨S²⟩: 2.007
Multiplicity: 3

=====

Molecular formula: C20H33Cl2N2O4Yb
Method: DFT, wB97M-V/def2-TZVPD

```
62
Properties=species:S:1:pos:R:3
Yb -0.782 -0.200 -0.495
Cl -1.964 1.917 0.570
Cl -2.684 -1.456 -1.774
O -1.495 -1.562 1.170
O 0.589 -0.094 1.817
O 2.289 1.091 -1.261
O 0.798 -1.914 -0.581
N 2.700 -3.022 -1.163
N -3.549 -1.929 2.064
C 1.502 3.082 -2.198
C 1.397 5.870 -2.141
C 0.288 -0.522 -3.274
C -2.699 -1.253 1.302
C 1.323 -0.835 3.976
C -0.935 1.602 -2.810
C 0.904 5.127 -1.059
C -4.959 -1.594 2.194
C -2.080 1.351 -3.736
C 1.962 -4.218 -1.556
C 1.918 5.213 -3.265
C 1.594 1.542 -2.280
C 0.457 -0.018 3.038
C -3.076 -3.134 2.727
C 0.946 3.724 -1.090
C -0.552 0.851 3.738
C 4.152 -3.086 -1.227
C 2.042 -1.960 -0.662
C 0.178 0.851 -2.688
C 1.976 3.816 -3.283
H -0.529 -1.176 -2.901
H 4.548 -2.094 -0.989
H 0.152 -0.537 -4.370
H -5.588 -2.325 1.662
H 4.468 -3.384 -2.236
H -0.063 1.365 4.574
H 4.543 -3.826 -0.514
H 1.139 -1.904 3.815
H -3.301 -3.064 3.798
H -3.586 -4.012 2.309
H 2.374 -0.633 3.749
H 1.238 -1.005 -3.026
H 2.280 5.770 -4.133
H -0.988 1.558 3.028
H 0.900 -3.968 -1.644
H 2.100 -5.018 -0.812
H -3.014 1.281 -3.170
H 2.357 -4.584 -2.513
H -1.345 0.214 4.148
H -1.998 -3.200 2.552
H -2.186 2.165 -4.468
H -3.106 -0.375 0.763
H 0.477 5.621 -0.182
H 1.352 6.961 -2.122
H 2.211 1.336 -3.183
H 0.529 3.136 -0.262
H -5.239 -1.604 3.256
H 2.673 -1.106 -0.354
H 1.124 -0.598 5.025
H 2.372 3.262 -4.142
H -1.941 0.414 -4.282
H -5.114 -0.596 1.766
H -1.043 2.502 -2.207
```

Computed properties:
Energy in eV: -89023.4241
Frontier orbital gap (alpha / beta) in eV: 6.740 / 6.189
Energy above the lowest of the compared OMol25 structures with the same formula, charge and spin in eV: 0.000
E_HOMO (alpha / beta) in eV: -6.6 / -6.6
⟨S²⟩: 0.751
Multiplicity: 2

=====

Molecular formula: C20H33IN2O10PSW
Method: DFT, wB97M-V/def2-TZVPD

```
69
Properties=species:S:1:pos:R:3
W 9.371 10.147 11.873
I 11.146 9.714 14.939
S 7.090 9.824 12.899
P 8.452 7.626 9.716
O 7.183 7.209 10.612
O 12.003 14.096 12.617
O 11.110 10.779 11.001
O 9.332 6.533 9.316
O 7.766 8.397 8.463
O 6.488 12.766 10.127
O 8.256 11.381 10.439
O 9.142 11.694 13.136
O 9.051 8.729 10.590
O 12.207 11.024 9.082
N 10.090 13.488 10.414
N 8.557 11.505 14.329
C 8.659 13.737 10.308
C 7.094 11.297 16.741
C 6.753 10.534 15.597
C 6.842 4.950 11.210
C 7.327 9.343 6.375
C 7.706 12.511 10.248
C 10.645 12.611 9.427
C 10.776 14.779 10.568
C 8.213 12.157 16.596
C 8.948 12.187 15.447
C 8.303 8.483 7.123
C 4.996 6.606 11.027
C 6.273 6.120 10.424
C 7.475 10.644 14.390
C 11.373 11.386 9.888
C 9.641 9.137 7.187
C 10.411 8.729 13.110
C 8.366 7.122 6.414
C 12.066 14.662 11.313
C 6.079 5.789 8.961
H 7.600 9.368 5.322
H 8.761 7.295 5.438
H 9.891 12.194 8.698
H 8.390 14.322 11.189
H 8.461 14.399 9.456
H 6.300 8.908 6.466
H 4.189 5.892 10.861
H 4.711 7.525 10.618
H 9.611 10.100 7.695
H 7.594 4.387 10.643
H 9.039 6.449 6.965
H 11.366 8.310 12.703
H 12.441 15.649 11.461
H 6.062 4.234 11.493
H 10.336 8.565 7.770
H 12.808 14.094 10.775
H 6.470 11.245 17.594
H 9.868 12.754 15.314
H 9.874 7.858 13.503
H 7.041 5.534 8.505
H 7.353 5.313 12.085
H 11.364 13.190 8.810
H 7.365 6.640 6.377
H 8.556 12.722 17.450
H 10.989 15.256 9.581
H 7.224 10.351 6.677
H 10.075 15.423 11.087
H 9.995 9.223 6.164
H 5.945 9.811 15.611
H 5.045 6.790 12.111
H 5.534 6.597 8.433
H 11.858 13.157 12.531
H 5.462 4.867 8.893
```

Computed properties:
Energy in eV: -74787.1669
Frontier orbital gap (alpha / beta) in eV: 6.605 / 7.711
Energy above the lowest of the compared OMol25 structures with the same formula, charge and spin in eV: 0.386
Net charge: -1
E_HOMO (alpha / beta) in eV: -4.7 / -5.8
⟨S²⟩: 2.009
Multiplicity: 3

=====

Molecular formula: C20H33IO10S3
Method: DFT, wB97M-V/def2-TZVPD

```
67
Properties=species:S:1:pos:R:3
I -3.111 2.434 4.193
S 1.235 -5.111 -3.511
S -2.503 4.733 1.069
S 1.098 0.512 -1.611
O -3.072 -0.953 5.186
O -3.161 3.485 0.773
O 1.830 2.129 2.981
O 1.304 1.449 -0.528
O 0.113 0.757 -2.635
O 0.303 -1.381 2.281
O 2.672 -5.197 -3.444
O 0.564 -3.913 -3.948
O -1.356 -1.540 3.837
O -1.689 4.903 2.247
C 0.837 -1.120 -0.940
C 2.672 0.153 -2.397
C -3.305 6.942 -0.188
C -1.032 0.535 2.879
C 3.247 0.241 3.298
C -3.718 6.052 0.991
C 0.463 2.498 3.002
C -2.274 -0.649 4.364
C -0.400 1.611 2.040
C 0.596 -6.488 -4.470
C -0.136 -7.398 -3.475
C 2.172 1.150 3.932
C -1.566 5.238 -0.367
C -2.555 6.056 -1.191
C -2.038 0.705 3.730
C -0.637 -6.513 -2.326
C 3.003 -1.303 -2.045
C -0.578 -0.899 2.910
C 0.541 -5.623 -1.942
C 1.673 -2.033 -1.831
H 0.383 3.538 2.695
H 1.206 -1.118 0.084
H -1.473 -5.899 -2.669
H -2.641 7.735 0.164
H 3.591 -1.334 -1.124
H 1.821 -3.011 -1.373
H 3.422 0.845 -2.021
H -4.173 7.420 -0.641
H -0.736 5.853 -0.020
H -2.047 6.646 -1.952
H 0.252 -4.748 -1.366
H 2.546 0.289 -3.469
H -0.082 -6.084 -5.220
H 1.334 0.500 4.213
H -1.190 4.358 -0.886
H 1.425 -6.997 -4.955
H 3.973 -0.103 4.035
H -3.714 6.595 1.934
H 0.303 1.212 1.303
H -0.953 -7.930 -3.960
H 1.177 -2.179 -2.784
H -3.260 5.390 -1.695
H 0.555 -8.146 -3.082
H 3.788 0.880 2.593
H 3.598 -1.771 -2.828
H 2.805 -0.577 2.731
H -0.226 -1.354 -0.954
H -4.694 5.597 0.830
H 0.067 2.435 4.022
H -1.158 2.222 1.558
H 2.583 1.568 4.860
H -0.980 -7.106 -1.479
H 1.307 -6.187 -1.411
```

Computed properties:
Energy in eV: -82355.0767
Frontier orbital gap in eV: 8.603
E_HOMO in eV: -9.0
SMILES: CCOCCC1=C(I)C(=O)OC1=O.O=S1(=O)CCCC1.O=S1(=O)CCCC1.O=S1(=O)CCCC1
Multiplicity: 1